<w>
This record from the Open Molecules 2025 dataset describes one molecule with the formula C3H5N3O. The level of theory is ωB97M-V with the def2-TZVPD basis set.

Output
frontier orbital gap	8.7	eV
multiplicity	1
structure (SMILES)	Nc1c[nH]c(=O)[nH]1

Structure (XYZ):
```
12
C3H5N3O ωB97M-V with the def2-TZVPD basis set
N -1.1603 0.9104 1.4031
C -0.4214 0.2000 0.4530
C 0.5642 -0.6899 0.6395
N 0.9060 -1.2080 -0.6630
C 0.6102 -0.1042 -1.4590
O 1.3279 0.4424 -2.2566
N -0.6389 0.3429 -0.9528
H -2.1452 0.9539 1.1680
H -1.0553 0.4340 2.2942
H 1.1058 -0.9556 1.5350
H 1.8296 -1.5678 -0.8379
H -0.9227 1.2419 -1.3236
```

<x>
This record from the Open Molecules 2025 dataset describes one molecule with the formula C3H5N3O. The level of theory is ωB97M-V with the def2-TZVPD basis set.

Output
frontier orbital gap	10.4	eV
multiplicity	1
structure (SMILES)	OCc1nc[nH]n1

Structure (XYZ):
```
12
C3H5N3O ωB97M-V with the def2-TZVPD basis set
O -2.1640 1.0406 -0.2475
C -1.7025 -0.3008 0.1913
C -0.1880 -0.3118 0.1750
N 0.7052 -1.0538 0.9003
C 1.8714 -0.5916 0.4900
N 1.6888 0.3832 -0.4170
N 0.3799 0.5739 -0.6243
H -1.4569 1.2893 -0.8613
H -2.2985 -0.5381 -0.7041
H -2.0557 -0.5038 1.2220
H 2.8561 -0.9209 0.8000
H 2.3643 0.9338 -0.9243
```

Most stable structure: <w>

<w>
This record from the Open Molecules 2025 dataset describes one molecule with the formula C3H5N3O. The level of theory is ωB97M-V with the def2-TZVPD basis set.

Output
frontier orbital gap	8.5	eV
multiplicity	1
structure (SMILES)	N/N=C1\C=NOC1

Structure (XYZ):
```
12
C3H5N3O ωB97M-V with the def2-TZVPD basis set
N -1.4526 -0.9054 1.4979
N -1.3293 -0.1905 0.3945
C -0.1983 0.0134 -0.2182
C 1.0659 -0.4834 0.1642
N 2.0977 0.2398 -0.3026
O 1.6452 1.0864 -1.3151
C 0.1518 1.0913 -1.2245
H -0.6266 -1.6111 1.7045
H -2.3285 -1.2764 1.6007
H 1.4303 -1.1261 0.9902
H -0.3304 1.0346 -2.3196
H -0.1251 2.1274 -0.9720
```

<x>
This record from the Open Molecules 2025 dataset describes one molecule with the formula C3H5N3O. The level of theory is ωB97M-V with the def2-TZVPD basis set.

Output
frontier orbital gap	10.2	eV
multiplicity	1
structure (SMILES)	[H]/N=C/N=C=NCO

Structure (XYZ):
```
12
C3H5N3O ωB97M-V with the def2-TZVPD basis set
H -2.8605 -2.0979 1.6846
N -2.1728 -1.6028 1.1235
C -1.2868 -1.0918 1.8736
N -0.2163 -0.3909 1.3502
C -0.0587 0.0063 0.2018
N 0.1481 0.4005 -0.9183
C 1.1232 1.3417 -1.4202
O 2.3538 0.7183 -1.6270
H -1.2469 -1.1632 2.9610
H 0.7228 1.7872 -2.3349
H 1.2941 2.1265 -0.6794
H 2.2000 -0.0339 -2.2150
```

Most stable structure: <x>

<w>
This record from the Open Molecules 2025 dataset describes one molecule with the formula C3H5N3O. The level of theory is ωB97M-V with the def2-TZVPD basis set.

Output
frontier orbital gap	10.2	eV
multiplicity	1
structure (SMILES)	[H]/N=C/N=C=NCO

Structure (XYZ):
```
12
C3H5N3O ωB97M-V with the def2-TZVPD basis set
H 3.5921 0.3001 -0.5525
N 2.5853 0.1945 -0.5142
C 2.2176 -0.3064 0.5937
N 0.8752 -0.5564 0.8126
C 0.1235 -0.2404 -0.1067
N -0.7222 0.0023 -0.9363
C -2.0479 -0.1466 -0.2999
O -2.3884 0.9717 0.4480
H 2.8466 -0.6052 1.4269
H -2.7114 -0.3570 -1.1291
H -2.0433 -0.9925 0.3969
H -2.3271 1.7359 -0.1395
```

<x>
This record from the Open Molecules 2025 dataset describes one molecule with the formula C3H5N3O. The level of theory is ωB97M-V with the def2-TZVPD basis set.

Output
frontier orbital gap	8.8	eV
multiplicity	1
structure (SMILES)	Nc1c[nH]c(=O)[nH]1

Structure (XYZ):
```
12
C3H5N3O ωB97M-V with the def2-TZVPD basis set
N -1.7049 0.3788 -0.8360
C -0.5659 0.1082 -0.1005
C -0.1466 -1.0967 0.3310
N 1.0768 -0.9339 1.1159
C 1.5615 0.1671 0.3317
O 2.5770 0.1851 -0.2943
N 0.3748 1.0873 0.2949
H -1.7247 1.1805 -1.4512
H -2.0766 -0.4598 -1.2670
H -0.4638 -2.0622 -0.0246
H 0.8282 -0.5528 2.0413
H 0.2642 1.9985 -0.1414
```

Most stable structure: <x>

<w>
This record from the Open Molecules 2025 dataset describes one molecule with the formula C3H5N3O. The level of theory is ωB97M-V with the def2-TZVPD basis set.

Output
frontier orbital gap	8.1	eV
multiplicity	1
structure (SMILES)	Nc1c[nH]c(O)n1

Structure (XYZ):
```
12
C3H5N3O ωB97M-V with the def2-TZVPD basis set
N 2.0752 0.7331 -0.1006
C 0.9669 -0.0561 -0.0369
C 0.4204 -1.3046 -0.0280
N -0.9836 -1.0594 -0.0266
C -1.1735 0.2641 -0.0086
O -2.3921 0.8146 0.0158
N -0.0537 0.8978 -0.0066
H 2.9960 0.3755 0.1569
H 1.3127 1.6031 0.0129
H 0.8106 -2.3084 -0.0838
H -1.7250 -1.7254 0.0554
H -2.2726 1.7761 0.0555
```

<x>
This record from the Open Molecules 2025 dataset describes one molecule with the formula C3H5N3O. The level of theory is ωB97M-V with the def2-TZVPD basis set.

Output
frontier orbital gap	9.0	eV
multiplicity	1
structure (SMILES)	[H]/N=c1/ncn(C)o1

Structure (XYZ):
```
12
C3H5N3O ωB97M-V with the def2-TZVPD basis set
H 0.7152 -1.0655 -2.6768
N 1.4917 -1.3776 -2.1399
C 1.0058 -0.8976 -1.0088
N 1.2976 -1.1179 0.2437
C 0.2798 -0.8642 1.0290
N -0.5891 -0.0234 0.2760
C -1.0529 1.3432 0.6785
O 0.0618 0.0855 -0.9963
H -0.0394 -0.8909 2.0127
H -1.0313 1.0644 1.7894
H -1.9281 1.7289 0.2200
H -0.2111 2.0150 0.5726
```

Most stable structure: <w>

<w>
This record from the Open Molecules 2025 dataset describes a 2-piece molecular cluster, C5H11N2S overall. The level of theory is ωB97M-V with the def2-TZVPD basis set.

Output
net charge	+1
frontier orbital gap	6.1	eV
multiplicity	1

Structure (XYZ):
```
19
C5H11N2S ωB97M-V with the def2-TZVPD basis set
C 0.3639 -0.3667 3.1355
C 0.3059 1.5380 -2.7617
C -0.3205 -0.1529 2.0133
C -1.7355 -1.3673 0.3394
C 0.4947 -0.2603 -0.0922
N 1.4362 2.1740 -2.6544
N -0.4102 -0.9997 0.8442
S 1.7266 -1.1674 -0.7172
H 0.3290 0.3298 3.9415
H 1.0639 -1.2750 3.1016
H -0.3781 1.7995 -3.6011
H 0.3919 0.6510 -2.1241
H -0.8806 0.8137 1.9074
H -2.3939 -0.5289 0.0914
H -1.5617 -2.1416 -0.5813
H -2.3411 -1.9151 1.1603
H 2.0419 1.8649 -1.9686
H 0.0474 -1.8733 1.2154
H 1.8204 2.8774 -3.2494
```

<x>
This record from the Open Molecules 2025 dataset describes an isolated ion of composition C5H11N2S and charge +1. The level of theory is ωB97M-V with the def2-TZVPD basis set.

Output
net charge	+1
frontier orbital gap	9.1	eV
multiplicity	1
structure (SMILES)	CS[C@H]1CCNC1=[NH2+]

Structure (XYZ):
```
19
C5H11N2S ωB97M-V with the def2-TZVPD basis set
C -2.8038 0.4581 0.4215
S -1.3914 0.9701 -0.7303
C -0.1481 0.1067 0.2836
C -0.0221 -1.4314 0.0149
C 1.3910 -1.5193 -0.7104
N 2.0158 -0.2695 -0.3363
C 1.2070 0.6691 0.0724
N 1.4551 1.9497 0.2613
H -3.7871 0.4759 -0.1376
H -2.7928 1.3848 1.0314
H -2.8566 -0.3550 0.9862
H -0.5432 0.3184 1.2718
H -0.7056 -1.6965 -0.6624
H -0.0619 -1.9127 1.0696
H 1.9840 -2.3842 -0.4437
H 1.2432 -1.5771 -1.8288
H 3.0234 -0.0409 -0.4055
H 0.7009 2.6517 0.3461
H 2.0922 2.2020 -0.5039
```

Most stable structure: <x>

<w>
This record from the Open Molecules 2025 dataset describes a 2-piece molecular cluster, C3H6O overall. The level of theory is ωB97M-V with the def2-TZVPD basis set.

Output
frontier orbital gap (alpha / beta)	11.1 / 7.7	eV
multiplicity	1

Structure (XYZ):
```
10
C3H6O ωB97M-V with the def2-TZVPD basis set
C -0.0514 0.8144 0.1201
C -0.9900 -0.4305 0.3575
C 0.3509 -0.5601 -0.2368
O 0.5276 -1.0750 -1.4513
H -0.3542 1.4744 -0.6220
H 0.2747 1.4033 1.0211
H -1.3579 -0.5236 1.3485
H -1.8177 -0.6568 -0.1827
H 2.6568 -0.1328 1.6375
H 0.7612 -0.3132 -1.9921
```

<x>
This record from the Open Molecules 2025 dataset describes one molecule with the formula C3H6O. The level of theory is ωB97M-V with the def2-TZVPD basis set.

Output
frontier orbital gap	11.5	eV
multiplicity	1
structure (SMILES)	C[C@H]1CO1

Structure (XYZ):
```
10
C3H6O ωB97M-V with the def2-TZVPD basis set
C -1.2239 0.2022 0.1559
C 0.0616 -0.5198 -0.1742
C 1.3460 0.1744 -0.1152
O 0.9838 -0.7822 0.8738
H -2.0703 -0.4860 0.2362
H -1.4533 0.9319 -0.6300
H -1.1239 0.7337 1.1055
H -0.0381 -1.3406 -0.8860
H 2.1466 -0.1276 -0.7871
H 1.3715 1.2139 0.2211
```

<y>
This record from the Open Molecules 2025 dataset describes C3H6O as an isolated structure. The level of theory is ωB97M-V with the def2-TZVPD basis set.

Output
frontier orbital gap	9.4	eV
multiplicity	1

Structure (XYZ):
```
10
C3H6O ωB97M-V with the def2-TZVPD basis set
C -1.2869 0.1880 0.1409
C -0.2624 -0.8851 -0.1797
C 1.3311 -0.0240 -0.1074
O 0.7378 -0.8701 0.8327
H -2.0610 -0.3485 0.7055
H -1.7621 0.5695 -0.7683
H -0.9309 1.0151 0.7712
H 0.6763 -0.3215 -1.0870
H 2.3237 -0.3652 -0.4082
H 1.2344 1.0420 0.1003
```

Most stable structure: <x>

<w>
This record from the Open Molecules 2025 dataset describes one molecule with the formula C3H6O. The level of theory is ωB97M-V with the def2-TZVPD basis set.

Output
frontier orbital gap	10.5	eV
multiplicity	1
structure (SMILES)	OC1CC1

Structure (XYZ):
```
10
C3H6O ωB97M-V with the def2-TZVPD basis set
O -0.3232 1.7527 0.4079
C -0.1857 0.4921 -0.1876
C -0.5631 -0.7987 0.3832
C 0.8971 -0.4777 0.0610
H -0.3385 1.9492 -0.5593
H -0.4353 0.6051 -1.2921
H -1.1040 -1.4485 -0.2929
H -0.8660 -0.8418 1.4228
H 1.3354 -0.9157 -0.8288
H 1.5832 -0.3165 0.8860
```

<x>
This record from the Open Molecules 2025 dataset describes one molecule with the formula C3H6O. The level of theory is ωB97M-V with the def2-TZVPD basis set.

Output
frontier orbital gap	10.2	eV
multiplicity	1
structure (SMILES)	C=CCO

Structure (XYZ):
```
10
C3H6O ωB97M-V with the def2-TZVPD basis set
C 1.5289 -0.5690 0.0710
C 0.7993 0.5889 -0.0337
C -0.6562 0.6001 0.0909
O -1.3299 -0.6811 -0.0797
H 2.5911 -0.4647 -0.4262
H 1.0183 -1.5260 0.3345
H 1.1479 1.5952 -0.3145
H -1.0294 1.3806 -0.6642
H -0.8665 1.1076 1.1369
H -2.2544 -0.3638 -0.1982
```

<y>
This record from the Open Molecules 2025 dataset describes one molecule with the formula C3H6O. The level of theory is ωB97M-V with the def2-TZVPD basis set.

Output
frontier orbital gap	10.8	eV
multiplicity	1
structure (SMILES)	C=CCO

Structure (XYZ):
```
10
C3H6O ωB97M-V with the def2-TZVPD basis set
C -1.1658 -1.1889 0.0697
C 0.0591 -0.7029 0.1001
C 0.3411 0.7677 0.2094
O 1.6871 1.0131 -0.2518
H -1.3786 -2.2321 -0.1318
H -2.0460 -0.5678 0.2023
H 0.9388 -1.3163 -0.0743
H -0.3486 1.3571 -0.3960
H 0.2710 1.1906 1.2138
H 1.6418 1.6794 -0.9413
```

Most stable structure: <y>